DFT (ωB97M-V/def2-TZVPD) results for a structure of composition C39H60BF4GeLuN4P3S4Sb in a non-equilibrium geometry.

Computed properties:
2S+1: 2
HOMO energy (alpha / beta), eV: -4.34 / -4.35
Net charge: -1
Lowest unoccupied orbital energy (alpha / beta), eV: 1.80 / 1.37

Cartesian coordinates (Å):
Lu1 10.6984 15.5101 12.7331
Sb1 10.0956 17.0760 9.6156
Ge1 11.3024 11.0723 11.1629
S1 9.0278 16.4620 7.6677
S2 11.4911 15.2600 10.3681
S3 11.0398 19.0905 9.5600
S4 8.7009 16.6663 11.5814
P1 8.1989 11.8077 9.2512
P2 9.8283 12.9173 14.1020
P3 13.5776 13.9035 12.4897
F1 11.8386 17.1530 15.7897
F2 9.9737 16.8658 14.3878
F3 12.0563 17.1108 13.4935
F4 10.9961 18.9400 14.7157
N1 10.4556 10.4284 12.6793
N2 10.7354 10.7358 9.3824
N3 12.0074 8.8179 10.9487
N4 13.1782 11.2053 11.4197
C1 11.4245 9.5433 7.3136
C2 7.9356 12.8642 14.1239
C3 15.2768 16.3151 12.5003
C4 10.4998 6.9442 11.3738
C5 14.7894 15.1333 11.6155
C6 12.7480 7.6680 8.8539
C7 9.3870 8.3116 13.4853
C8 10.4267 13.3230 15.8888
C9 13.2800 8.7654 11.6054
C10 14.4217 13.3176 14.1063
C11 10.8384 8.2804 11.5828
C12 6.4349 13.9588 8.7960
C13 7.3688 11.9703 15.2310
C14 9.5625 14.3904 16.5015
C15 7.4896 9.0834 9.3153
C16 12.6340 7.5050 7.5121
C17 10.2131 9.0162 12.5953
C18 9.6410 6.3018 12.2211
C19 10.2527 11.0643 14.0037
C20 10.6080 12.0829 16.7458
C21 12.0427 8.6610 9.4836
C22 15.2168 7.6775 12.6308
C23 7.7405 13.3460 8.2335
C24 9.9833 11.6935 8.6173
C25 7.5573 13.2008 6.7480
C26 9.0526 6.9824 13.2676
C27 11.9973 8.4715 6.6786
C28 13.8772 14.2374 15.2365
C29 6.9693 10.1922 7.0097
C30 13.8540 7.6440 12.1877
C31 15.9317 13.1462 14.1530
C32 15.8726 8.8775 12.6020
C33 13.8275 12.5086 11.1871
C34 7.1215 10.3931 8.5350
C35 15.2348 10.0622 12.1978
C36 7.5173 12.4278 12.7107
C37 11.3438 9.6005 8.7179
C38 13.9195 10.0396 11.7059
C39 15.9245 14.4770 10.8405
B1 11.1940 17.5781 14.6707
H1 7.3274 10.9118 14.9359
H2 13.4799 13.0227 10.2464
H3 13.3088 6.7148 12.1555
H4 7.6426 14.2319 6.3380
H5 14.5854 15.0601 15.4022
H6 15.7382 15.9500 13.4393
H7 10.5021 12.6723 8.6042
H8 6.5032 14.2252 9.8410
H9 13.2532 6.7156 7.0224
H10 6.2558 14.8794 8.2039
H11 10.9559 10.3812 6.7498
H12 5.5839 13.3016 8.6708
H13 6.4937 12.0265 12.7292
H14 6.3780 12.3328 15.4457
H15 16.3313 13.5516 11.3118
H16 6.6008 9.1980 6.8355
H17 8.1677 11.6406 12.3357
H18 6.5666 12.8662 6.5172
H19 8.8699 8.8622 14.2602
H20 13.9278 12.3183 14.2773
H21 7.9083 10.2602 6.4269
H22 7.2298 9.1168 10.3952
H23 9.4487 10.5980 14.6253
H24 11.1873 10.9407 14.5687
H25 8.8191 14.8106 15.8690
H26 16.1678 12.2176 14.6969
H27 9.0551 14.0558 17.3990
H28 7.5560 13.2266 11.9311
H29 15.7556 10.9980 12.3080
H30 16.3434 13.0985 13.1311
H31 11.3741 13.7581 15.6036
H32 6.9894 8.1771 8.8645
H33 13.8606 13.6932 16.1653
H34 8.3050 12.5450 6.2478
H35 12.8303 14.6197 15.0420
H36 14.4629 17.0192 12.7102
H37 8.6557 13.9903 8.5050
H38 12.0786 8.3730 5.5813
H39 6.1439 10.6098 8.8768
H40 7.9669 12.0947 16.1495
H41 16.4046 14.0798 14.6048
H42 16.0113 16.8805 11.9028
H43 11.4359 11.4671 16.3882
H44 15.6091 14.2678 9.8069
H45 9.6614 11.5254 16.8894
H46 15.6099 6.8010 13.1237
H47 8.6095 8.9306 9.2717
H48 9.9330 11.3336 7.5643
H49 10.9699 6.4496 10.4826
H50 16.7832 15.1539 10.7507
H51 10.8774 12.4022 17.7570
H52 7.6743 13.9084 14.2853
H53 14.8845 12.4070 11.0784
H54 16.8481 8.9640 13.0504
H55 9.4961 5.2092 12.1217
H56 10.2343 15.2085 16.8209
H57 8.2743 6.5323 13.9130
H58 14.0265 15.5495 10.9397
H59 6.1893 10.8782 6.6482
H60 13.3880 7.0273 9.4642

Atoms 1-6, force components in eV/Å:
-0.209 -0.151 -1.523
-1.133 -0.639 -0.608
0.437 1.772 -0.746
0.305 0.130 0.526
0.622 -0.316 -0.298
0.394 0.345 0.306

DFT (ωB97M-V/def2-TZVPD) results for a cluster of 2 separate species, C2H4Cl2S2Si in total in a non-equilibrium geometry.

Computed properties:
2S+1: 3
HOMO energy (alpha / beta), eV: -6.54 / -9.49
Lowest unoccupied orbital energy (alpha / beta), eV: 0.43 / -4.05

Cartesian coordinates (Å):
Cl1 -0.3980 3.2056 0.2195
Cl2 -3.6726 -0.8977 0.0576
S1 -0.4990 -0.3481 1.5340
S2 -0.4868 -0.7207 -1.7185
Si1 -1.8201 -0.3163 -0.1208
C1 1.0490 -0.7060 -0.6240
C2 0.7762 0.2613 0.5008
H1 1.6579 0.3340 1.2554
H2 0.9661 -1.7544 -0.3097
H3 1.9507 -0.3737 -1.1804
H4 0.4764 1.3159 0.3860

Atoms 1-6, force components in eV/Å:
0.033 0.101 -0.038
-1.924 -1.476 0.247
-1.416 -1.152 1.453
0.608 -0.298 -0.625
1.627 2.468 -0.319
-1.011 0.794 -0.967

DFT (ωB97M-V/def2-TZVPD) results for a cluster of 2 separate species, C5H2O3S2 in total in a non-equilibrium geometry.

Computed properties:
2S+1: 1
HOMO energy, eV: 0.81
Net charge: -2
Lowest unoccupied orbital energy, eV: 5.81

Cartesian coordinates (Å):
S1 0.0024 -2.7817 -0.0924
S2 0.3566 1.4714 0.2690
O1 -3.1107 0.0903 1.3913
O2 -3.3341 0.0824 -0.8819
O3 0.1242 2.4640 -0.8535
C1 -2.9158 0.0604 0.2240
C2 -0.5506 -0.0467 0.0271
C3 1.9449 0.6438 0.0039
C4 1.7392 -0.6760 -0.0269
C5 0.3395 -1.0781 -0.0096
H1 2.8761 1.1904 0.0410
H2 2.5284 -1.4202 -0.0920

Atoms 1-6, force components in eV/Å:
-0.080 -0.668 -0.014
0.201 -1.049 -0.664
0.074 0.007 0.473
0.056 -0.047 -0.343
0.043 0.254 0.203
0.902 -0.006 -0.187

Result set for DFT total energy: -226815.7874 -56730.6781 -33027.4127 eV, one per record in the order listed.